# 1
Molecular formula: C6H15NO2
Method: DFT, the ωB97M-V functional and the def2-TZVPD basis

```
24
Properties=species:S:1:pos:R:3:forces:R:3
C -0.2622 -1.5583 1.7091 0.1 -0.8 0.8
C -1.3816 -2.6628 1.4792 0.6 -0.3 -1.7
C -0.5072 -0.0620 1.4283 -1.5 -0.3 0.2
O 0.2004 0.7321 2.0283 -0.9 0.0 -1.2
N -1.6457 0.2553 0.6288 1.3 1.4 1.2
H 0.0176 -1.5388 2.8391 -0.5 -0.1 -2.0
H 0.6729 -1.8879 1.1755 -0.9 0.5 0.5
H -2.4028 -2.4373 1.1262 0.7 0.8 -0.3
H -1.6310 -3.0730 2.4036 -0.1 -0.8 1.8
H -1.9107 1.2345 0.4195 0.7 -1.0 0.5
H -2.1411 -0.4176 0.0861 0.1 -0.6 0.0
H -1.0543 -3.5498 0.8381 -0.1 1.4 0.7
C 1.0011 1.3019 -1.8971 1.2 1.5 1.0
C 0.8866 -0.1425 -1.4599 -2.6 0.1 -0.4
C 0.5407 2.3899 -0.8401 0.3 1.2 -2.3
O 2.4541 1.4759 -1.9848 -0.1 0.5 0.4
H 0.5558 1.5380 -2.9184 0.7 -0.4 1.3
H 0.8057 -0.7638 -2.3539 0.5 -0.3 0.2
H 0.8204 2.2268 0.1933 -0.6 -0.6 0.2
H 1.0609 3.3502 -1.0882 0.2 -0.8 -0.1
H -0.4708 2.7610 -1.0681 -0.2 -0.8 0.8
H 2.7290 1.5106 -1.0354 -0.1 0.0 -1.3
H -0.0459 -0.2995 -0.8869 0.5 0.0 -0.5
H 1.7081 -0.3827 -0.8222 0.6 -0.4 0.2
```
Positions in Å, forces in eV/Å.

Results
SMILES ... CCC(N)=O.CC(C)O
Net charge ... 0

Results of the Löwdin charge analysis, in e, for atoms 1 through 6:
1 C -0.14
2 C -0.10
3 C -0.54
4 O 0.03
5 N 0.13
6 H 0.14



# 2
Molecular formula: C6H15NO2
Method: DFT, the ωB97M-V functional and the def2-TZVPD basis

```
24
Properties=species:S:1:pos:R:3:forces:R:3
C 0.5989 0.5482 -0.3441 -1.2 -2.2 -0.4
C -0.2711 0.9007 0.8371 0.5 3.1 0.3
C -0.1385 -0.7144 -1.1142 1.2 1.4 0.0
C -0.1441 0.1798 2.1463 0.1 0.5 0.0
C -0.2218 -2.0413 -0.3713 0.2 0.2 0.0
C -1.4836 -0.3113 -1.7025 0.2 -0.1 0.1
N 1.9505 0.2312 0.1066 0.1 -0.1 0.0
O 0.6415 1.6227 -1.1858 -0.1 2.3 1.3
O 0.1620 2.5282 0.9877 -0.7 -2.2 0.6
H 0.5329 2.4847 -0.3766 0.0 -2.6 -2.1
H 1.0535 2.5040 1.3599 0.1 -0.1 0.2
H -1.3017 1.0773 0.5402 0.1 -0.1 0.0
H 0.5791 -0.8100 -1.9367 -0.1 -0.3 -0.1
H 2.5754 0.3455 -0.6867 -0.1 0.0 0.1
H 2.0329 -0.7217 0.4500 0.0 0.1 -0.1
H -0.5967 -0.8106 2.0867 0.0 0.1 -0.1
H -0.6678 0.7499 2.9123 0.0 -0.1 0.1
H 0.9008 0.0719 2.4303 0.0 0.0 0.0
H 0.7118 -2.3049 0.1299 0.0 0.0 0.0
H -1.7787 -1.0241 -2.4732 -0.1 0.0 0.0
H -0.4394 -2.8398 -1.0835 0.0 0.0 0.1
H -1.0168 -2.0329 0.3743 -0.1 -0.1 0.0
H -2.2660 -0.3123 -0.9430 -0.1 0.0 0.0
H -1.4129 0.6793 -2.1437 -0.1 0.0 -0.1
```
Positions in Å, forces in eV/Å.

Results
SMILES ... CC(C)[C@@](N)(O)[C@@H](C)O
Net charge ... 0

Results of the Löwdin charge analysis, in e, for atoms 1 through 6:
1 C -0.63
2 C -0.17
3 C -0.32
4 C -0.03
5 C -0.08
6 C -0.08



# 3
Molecular formula: C6H15NO2
Method: DFT, the ωB97M-V functional and the def2-TZVPD basis

```
24
Properties=species:S:1:pos:R:3:forces:R:3
O 2.2435 1.4981 -1.1510 1.3 -0.1 -0.1
C 1.4706 0.9016 -0.4336 -0.4 0.5 0.3
N 0.2514 0.6171 -0.9327 -3.0 -1.8 0.2
C -0.0367 0.7017 -2.3770 0.8 0.7 0.0
C 3.2552 0.0214 1.0912 0.6 0.3 -0.8
C -1.4807 -0.9932 0.2452 1.5 0.8 0.1
C 1.8118 0.5317 1.0221 0.2 -0.5 0.9
C -0.9817 0.4764 -0.1004 -0.4 -0.4 -0.2
H 0.7434 0.1841 -2.9601 -0.3 0.3 0.3
H -0.0292 1.7703 -2.6501 0.0 -0.4 -0.3
H -1.0180 0.2765 -2.6469 0.5 0.1 0.5
H 3.2759 -0.8688 0.4402 0.4 0.3 0.3
H 3.6328 -0.2627 2.0878 -0.5 0.2 -0.3
H 3.9275 0.7848 0.6648 -0.1 -0.5 0.1
H -1.5520 -1.6439 -0.6425 0.1 0.4 0.3
H -2.4429 -1.0256 0.7834 0.8 0.4 -0.3
H -0.6930 -1.3883 0.9087 -0.5 -0.3 -0.2
H 1.6640 1.4089 1.6809 0.0 -0.3 -0.4
H 1.2655 -0.3209 1.4693 -0.6 0.7 -0.6
H -0.8253 1.0939 0.8050 -0.3 -0.6 -0.3
H -1.8046 0.9344 -0.6822 0.5 0.2 0.3
O -4.6113 -1.6753 1.1062 1.0 0.3 0.1
H -3.8599 -2.1842 1.4865 -0.9 0.5 -0.4
H -4.2065 -0.8379 0.7851 -0.6 -1.0 0.4
```
Positions in Å, forces in eV/Å.

Results
SMILES ... CCC(=O)N(C)CC.O
Net charge ... 0

Results of the Löwdin charge analysis, in e, for atoms 1 through 6:
1 O 0.06
2 C -0.49
3 N -0.12
4 C -0.04
5 C -0.11
6 C -0.06



# 4
Molecular formula: C6H15NO2
Method: DFT, the ωB97M-V functional and the def2-TZVPD basis

```
24
Properties=species:S:1:pos:R:3:forces:R:3
C 2.3394 0.6783 0.5273 1.2 0.5 -0.1
C -0.0183 0.7891 -0.0516 0.1 -0.4 0.4
C -2.1648 -0.8160 0.3874 -0.4 -0.9 -0.1
C 0.0461 -0.1765 0.9177 -1.6 0.3 -0.6
C 3.0188 -0.5710 0.0586 -0.2 -0.1 -0.1
C -3.2495 0.2026 0.2362 0.2 0.2 0.0
N -0.0290 0.5374 -1.3950 0.5 0.1 0.3
O 2.5770 1.7956 -0.2732 0.0 0.1 -0.3
O -1.9718 -1.4847 -0.8600 0.1 0.1 0.3
H 2.2138 1.6099 -1.1519 0.1 0.0 0.1
H -1.4798 -2.2959 -0.6984 -0.1 0.0 0.1
H 2.5316 0.9496 1.5617 -0.2 0.0 0.0
H -0.2504 1.8110 0.2273 0.3 0.0 0.0
H -2.3354 -1.5397 1.1883 0.0 0.1 0.0
H -0.3166 1.2924 -1.9987 -0.1 -0.4 0.0
H -0.2249 -0.4260 -1.6539 -0.2 0.6 -0.2
H -0.0019 0.1276 1.9506 0.1 -0.1 0.0
H 0.3329 -1.1901 0.6809 0.1 0.0 0.0
H 2.9278 -1.3711 0.7953 0.0 0.0 0.0
H 4.0886 -0.4189 -0.1426 -0.1 0.1 0.1
H 2.5786 -0.9302 -0.8825 0.0 0.0 0.0
H -3.4602 0.6736 1.1980 0.0 0.0 0.0
H -2.9597 0.9787 -0.4814 0.0 0.0 0.1
H -4.1923 -0.2258 -0.1400 0.2 -0.1 0.1
```
Positions in Å, forces in eV/Å.

Results
Net charge ... 0

Results of the Löwdin charge analysis, in e, for atoms 1 through 6:
1 C -0.32
2 C -0.30
3 C -0.30
4 C -0.04
5 C -0.11
6 C -0.11



For the records above, the corresponding ΔE to the lowest compared entry with this formula, charge and spin values read 46.69; 48.07; 33.60; 148.11 kcal/mol.